Entry 1:
The following is a DFT calculation (ωB97M-V/def2-TZVPD) of a cluster of 2 separate species, C6H12N2 in total in a non-equilibrium geometry.

The geometry in XYZ format:
```
20
Properties=species:S:1:pos:R:3:forces:R:3:lowdin_charge:R:1
H 0.564 1.823 -0.382 0.1 0.1 -0.7 0.050
N 1.166 1.006 -0.293 -0.7 -0.5 1.2 0.078
C 0.808 -0.010 -0.953 1.1 1.1 -3.4 -0.235
C 0.114 0.028 -2.391 -0.1 0.1 1.6 -0.219
C -0.419 1.397 -2.784 0.1 -0.2 0.2 -0.135
H 1.458 -0.883 -0.910 -0.3 -0.4 0.7 0.093
H -0.656 -0.744 -2.464 0.0 0.0 0.0 0.096
H 0.917 -0.255 -3.078 0.0 -0.1 0.2 0.101
H 0.367 2.150 -2.719 0.0 0.0 0.1 0.069
H -1.236 1.686 -2.122 -0.1 0.1 -0.1 0.073
H -0.752 1.400 -3.820 -0.2 -0.1 0.1 0.069
C -2.185 -0.747 2.805 -1.4 0.6 0.1 -0.021
C -1.086 -0.920 2.134 2.6 -0.2 -0.2 -0.197
N 0.005 -1.160 1.636 -2.1 -1.1 1.1 0.009
C 1.316 -0.939 2.197 0.4 1.3 -0.8 -0.116
H -3.037 -0.220 2.414 0.2 0.5 -0.2 0.037
H -2.318 -1.049 3.830 0.2 -0.8 -0.1 0.047
H 1.773 -0.155 1.586 0.3 -0.2 0.0 0.041
H 1.882 -1.865 2.098 0.0 0.1 0.2 0.078
H 1.317 -0.543 3.217 -0.3 -0.4 0.1 0.083
```
Positions in Å, forces in eV/Å.

**Electronic energy**: -9393.697 eV
**Gap between HOMO and LUMO**: 9.19 eV
**Net charge**: 0
**Highest occupied orbital energy**: -8.219 eV
**ΔE to the lowest compared entry with this formula, charge and spin**: 304.2 kJ/mol
**Structure (SMILES)**: [H]/N=C\CC.C=C=NC
**Max |F|**: 0.0730 Eh/bohr
**LUMO level**: 1.0 eV

Entry 2:
The following is a DFT calculation (ωB97M-V/def2-TZVPD) of an isolated molecule of C6H12N2 in a non-equilibrium geometry.

The geometry in XYZ format:
```
20
Properties=species:S:1:pos:R:3:forces:R:3:lowdin_charge:R:1
C 0.033 0.511 1.798 0.5 0.0 1.7 -0.065
C 0.072 0.755 0.345 0.0 -0.6 -1.2 -0.549
N 0.446 2.124 0.107 0.7 0.7 -1.3 0.049
C -1.371 0.452 -0.325 1.1 -0.6 1.2 -0.053
C -1.189 -0.940 -1.047 -0.1 0.1 0.0 -0.152
N -0.025 -1.412 -0.349 -1.4 0.2 0.1 -0.131
C 1.291 -1.807 -0.377 2.0 0.2 -1.4 -0.072
C 0.892 -0.328 -0.451 -0.3 0.2 1.2 -0.190
H -0.153 -0.519 1.993 -0.6 -0.9 0.0 0.070
H 1.008 0.633 2.301 -0.2 0.6 -0.3 0.091
H -0.740 1.116 2.297 0.4 -0.1 -0.1 0.094
H 0.424 2.340 -0.916 0.0 -0.3 1.1 0.089
H 1.429 2.224 0.377 -0.4 0.2 0.0 0.084
H -1.554 1.271 -0.991 -0.6 0.3 -0.5 0.087
H -2.117 0.415 0.512 0.4 0.0 -1.0 0.120
H -2.047 -1.572 -0.908 -0.4 -0.4 0.0 0.099
H -0.955 -0.869 -2.113 -0.3 0.4 -0.3 0.110
H 1.863 -2.159 -1.285 -0.8 0.3 0.5 0.115
H 1.674 -2.277 0.499 0.1 -0.3 0.8 0.087
H 1.018 0.042 -1.467 0.1 0.0 -0.5 0.118
```
Positions in Å, forces in eV/Å.

**Electronic energy**: -9393.473 eV
**Gap between HOMO and LUMO**: 9.44 eV
**Net charge**: 0
**Highest occupied orbital energy**: -8.348 eV
**ΔE to the lowest compared entry with this formula, charge and spin**: 325.8 kJ/mol
**Structure (SMILES)**: C[C@]1(N)CCN2C[C@@H]21
**Max |F|**: 0.0472 Eh/bohr
**LUMO level**: 1.1 eV